<1>
A cluster of 3 separate species, C5H13NO2 in total. Source: the Open Molecules 2025 dataset; level of theory: the ωB97M-V functional and the def2-TZVPD basis.

Molar mass, g/mol: 119.16
Kohn-Sham gap, eV: 9.752
SMILES: C=C=C.CNO.CO

Each atom is followed by the atoms it is bonded to, with distances in Å.
Element x y z (Å)
1 C -1.0915 1.5735 0.7822  C2 1.331, H4 1.084, H5 1.085
2 C 0.1612 1.7050 1.2137  C1 1.331, C3 1.293
3 C 1.3453 1.8634 1.7090  C2 1.293, H6 1.082, H7 1.078
4 H -1.8962 2.0522 1.3292  C1 1.084
5 H -1.2471 1.4692 -0.2863  C1 1.085
6 H 1.8610 2.8089 1.6047  C3 1.082
7 H 1.8825 1.0588 2.1845  C3 1.078
8 C -0.6530 -0.4823 -2.8931  N9 1.456, H11 1.091, H12 1.090, H13 1.096
9 N 0.1643 0.3301 -2.0032  C8 1.456, O10 1.435, H14 1.018
10 O 1.1564 -0.5054 -1.3888  N9 1.435, H15 0.980
11 H -1.3110 0.1852 -3.4513  C8 1.091
12 H -1.2581 -1.1557 -2.2857  C8 1.090
13 H -0.0670 -1.0801 -3.6010  C8 1.096
14 H 0.7146 0.9814 -2.5592  N9 1.018
15 H 0.8347 -0.6211 -0.4706  O10 0.980
16 C 0.0373 -2.0491 1.8264  O17 1.405, H18 1.094, H19 1.095, H20 1.097
17 O 0.0149 -0.8138 1.1571  C16 1.405, H21 1.112
18 H -0.5052 -2.8240 1.2772  C16 1.094
19 H 1.0835 -2.3676 1.8846  C16 1.095
20 H -0.3465 -1.9743 2.8514  C16 1.097
21 H -0.8802 -0.1543 1.1191  O17 1.112

Which charges does Mulliken predict for the atoms? In e, they are: number 1, C, carries -0.85; number 2, C, carries 0.59; number 3, C, carries -0.81; number 4, H, carries 0.34; number 5, H, carries 0.29; number 6, H, carries 0.26; number 7, H, carries 0.26; number 8, C, carries -0.77; number 9, N, carries -0.24; number 10, O, carries -0.44; number 11, H, carries 0.29; number 12, H, carries 0.25; number 13, H, carries 0.32; number 14, H, carries 0.19; number 15, H, carries 0.44; number 16, C, carries -0.73; number 17, O, carries -0.48; number 18, H, carries 0.28; number 19, H, carries 0.24; number 20, H, carries 0.27; number 21, H, carries 0.30

<2>
A cluster of 3 separate species, C5H13NO2 in total. Source: the Open Molecules 2025 dataset; level of theory: the ωB97M-V functional and the def2-TZVPD basis.

Molar mass, g/mol: 119.16
Kohn-Sham gap, eV: 4.443

Each atom is followed by the atoms it is bonded to, with distances in Å.
Element x y z (Å)
1 N -1.6351 0.4803 -1.6814  C2 1.457, H7 1.012, H17 1.014
2 C -1.7805 0.3807 -0.2354  N1 1.457, C3 1.496, H8 1.108, H9 1.088
3 C -1.2931 -0.9149 0.3316  C2 1.496, C4 1.393, H10 1.085
4 C 0.0788 -1.1073 0.4805  C3 1.393, C5 1.377, H11 1.093
5 C 0.6807 -2.2530 0.9519  C4 1.377, C6 1.508, H12 1.091
6 C 2.1581 -2.1219 1.2234  C5 1.508, H13 1.086, H14 1.089, H15 1.098
7 H -1.2127 -0.3217 -2.1308  N1 1.012
8 H -1.1331 1.2062 0.1219  C2 1.108
9 H -2.7813 0.4989 0.1740  C2 1.088
10 H -2.0758 -1.4189 0.8897  C3 1.085
11 H 0.7089 -0.2668 0.1801  C4 1.093
12 H 0.0348 -2.8838 1.5641  C5 1.091
13 H 2.4941 -1.0899 1.1974  C6 1.086
14 H 2.6853 -2.7493 0.5056  C6 1.089
15 H 2.4295 -2.5232 2.2085  C6 1.098
16 H 0.2530 3.6231 -2.3073  O18 0.955
17 H -1.0732 1.2966 -1.8955  N1 1.014
18 O -0.2976 3.0176 -1.8161  H16 0.955
19 H 0.2538 2.4941 -0.6910  O21 1.119
20 H 0.7354 2.6886 0.7808  O21 0.962
21 O 0.7701 1.9645 0.1481  H19 1.119, H20 0.962

Which charges does Mulliken predict for the atoms? In e, they are: number 1, N, carries -0.48; number 2, C, carries -0.28; number 3, C, carries -0.40; number 4, C, carries -0.02; number 5, C, carries 0.05; number 6, C, carries -0.96; number 7, H, carries 0.26; number 8, H, carries 0.16; number 9, H, carries 0.30; number 10, H, carries 0.35; number 11, H, carries 0.32; number 12, H, carries 0.32; number 13, H, carries 0.35; number 14, H, carries 0.29; number 15, H, carries 0.33; number 16, H, carries 0.19; number 17, H, carries 0.36; number 18, O, carries -1.01; number 19, H, carries 0.41; number 20, H, carries 0.26; number 21, O, carries -0.79

Verdict on stability: <2> comes out at the bottom.

<1>
A cluster of 3 separate species, C5H13NO2 in total. Source: the Open Molecules 2025 dataset; level of theory: the ωB97M-V functional and the def2-TZVPD basis.

Molar mass, g/mol: 119.16
Kohn-Sham gap, eV: 8.456
SMILES: C=CCNC=C.O.O

Each atom is followed by the atoms it is bonded to, with distances in Å.
Element x y z (Å)
1 C 1.0720 -3.1813 1.1227  C2 1.322, H7 1.080, H8 1.081
2 C 0.7520 -2.1009 0.4307  C1 1.322, C3 1.513, H9 1.083
3 C 1.7100 -1.0927 -0.1660  C2 1.513, N4 1.462, H10 1.089, H11 1.097
4 N 1.0840 -0.2283 -1.1653  C3 1.462, C5 1.374, H12 1.014
5 C 0.7107 -0.7587 -2.3764  N4 1.374, C6 1.328, H13 1.084
6 C -0.0567 -0.1800 -3.2927  C5 1.328, H14 1.082, H15 1.085
7 H 0.3586 -3.9378 1.4138  C1 1.080
8 H 2.0802 -3.4953 1.3563  C1 1.081
9 H -0.3003 -1.9053 0.2624  C2 1.083
10 H 2.1233 -0.4628 0.6209  C3 1.089
11 H 2.5147 -1.6193 -0.6936  C3 1.097
12 H 0.5553 0.5574 -0.8016  N4 1.014
13 H 1.1522 -1.7292 -2.5722  C5 1.084
14 H -0.5205 0.7837 -3.1307  C6 1.082
15 H -0.2615 -0.7271 -4.2065  C6 1.085
16 O -1.6042 6.0606 0.4246  H17 0.962, H18 0.970
17 H -1.9332 5.8747 1.3091  O16 0.962
18 H -1.8736 5.3019 -0.1169  O16 0.970
19 O -2.4052 1.2186 3.5871  H20 0.963, H21 0.974
20 H -2.8982 1.3658 4.4013  O19 0.963
21 H -2.2595 0.2558 3.5929  O19 0.974

Which charges does Mulliken predict for the atoms? In e, they are: number 1, C, carries -0.85; number 2, C, carries 0.10; number 3, C, carries -0.69; number 4, N, carries -0.28; number 5, C, carries 0.12; number 6, C, carries -0.84; number 7, H, carries 0.26; number 8, H, carries 0.26; number 9, H, carries 0.30; number 10, H, carries 0.33; number 11, H, carries 0.31; number 12, H, carries 0.23; number 13, H, carries 0.25; number 14, H, carries 0.25; number 15, H, carries 0.24; number 16, O, carries -0.64; number 17, H, carries 0.32; number 18, H, carries 0.32; number 19, O, carries -0.64; number 20, H, carries 0.32; number 21, H, carries 0.32

<2>
A cluster of 2 separate species, C5H13NO2 in total. Source: the Open Molecules 2025 dataset; level of theory: the ωB97M-V functional and the def2-TZVPD basis.

Molar mass, g/mol: 119.16
Kohn-Sham gap, eV: 10.286
SMILES: CCC(N)=O.CCO

Each atom is followed by the atoms it is bonded to, with distances in Å.
Element x y z (Å)
1 C 1.1079 -1.1056 -1.1398  C2 1.524, H6 1.091, H7 1.086, H8 1.087
2 C 1.0843 0.1766 -0.3169  C1 1.524, C3 1.522, H9 1.090, H10 1.091
3 C 1.2882 1.4182 -1.1729  C2 1.522, N4 1.363, O5 1.214
4 N 1.3452 2.5925 -0.4823  C3 1.363, H11 1.006, H12 1.005
5 O 1.3679 1.3882 -2.3836  C3 1.214
6 H 0.8154 -1.9281 -0.4847  C1 1.091
7 H 2.1128 -1.3107 -1.4972  C1 1.086
8 H 0.3831 -1.0530 -1.9475  C1 1.087
9 H 0.1063 0.3102 0.1445  C2 1.090
10 H 1.8719 0.1431 0.4373  C2 1.091
11 H 1.4776 3.4538 -0.9851  N4 1.006
12 H 1.3374 2.6160 0.5224  N4 1.005
13 C -2.9134 -1.6617 1.0568  C14 1.510, H16 1.094, H17 1.087, H18 1.091
14 C -1.9177 -0.7861 1.7800  C13 1.510, O15 1.421, H19 1.097, H20 1.098
15 O -0.7011 -1.5033 1.9396  C14 1.421, H21 0.966
16 H -2.5487 -1.8896 0.0506  C13 1.094
17 H -3.8652 -1.1464 0.9604  C13 1.087
18 H -3.0412 -2.6085 1.5839  C13 1.091
19 H -1.7868 0.1575 1.2371  C14 1.097
20 H -2.3179 -0.4982 2.7606  C14 1.098
21 H -0.0818 -0.9126 2.3884  O15 0.966

Which charges does Mulliken predict for the atoms? In e, they are: number 1, C, carries -1.28; number 2, C, carries 0.25; number 3, C, carries 0.40; number 4, N, carries -0.37; number 5, O, carries -0.62; number 6, H, carries 0.35; number 7, H, carries 0.36; number 8, H, carries 0.31; number 9, H, carries -0.16; number 10, H, carries 0.32; number 11, H, carries 0.24; number 12, H, carries 0.19; number 13, C, carries -1.14; number 14, C, carries -0.10; number 15, O, carries -0.54; number 16, H, carries 0.27; number 17, H, carries 0.35; number 18, H, carries 0.29; number 19, H, carries 0.23; number 20, H, carries 0.32; number 21, H, carries 0.31

Verdict on stability: <1> comes out at the bottom.